{"formula": "C38H76Br10O7", "method": "ωB97M-V/def2-TZVPD", "elements": ["C", "C", "C", "O", "C", "H", "H", "H", "H", "H", "H", "H", "H", "C", "C", "C", "O", "C", "H", "H", "H", "H", "H", "H", "H", "H", "C", "C", "C", "O", "C", "H", "H", "H", "H", "H", "H", "H", "H", "C", "C", "C", "O", "C", "H", "H", "H", "H", "H", "H", "H", "H", "C", "C", "C", "O", "C", "H", "H", "H", "H", "H", "H", "H", "H", "C", "C", "C", "O", "C", "H", "H", "H", "H", "H", "H", "H", "H", "C", "C", "C", "O", "C", "H", "H", "H", "H", "H", "H", "H", "H", "Br", "C", "C", "Br", "H", "H", "H", "H", "Br", "C", "C", "Br", "H", "H", "H", "H", "Br", "C", "C", "Br", "H", "H", "H", "H", "Br", "C", "C", "Br", "H", "H", "H", "H", "Br", "C", "C", "Br", "H", "H", "H", "H"], "coordinates": [[1.92939, -4.14189, -4.09256], [1.44455, -3.37035, -2.88622], [0.24849, -2.60916, -3.41532], [0.57429, -2.32954, -4.79365], [1.61113, -3.20913, -5.25125], [1.27792, -5.02177, -4.16586], [2.95199, -4.50646, -4.03791], [2.22105, -2.68679, -2.52201], [1.23852, -3.99167, -2.01349], [-0.10079, -1.64475, -3.05318], [-0.61157, -3.29603, -3.34631], [2.45607, -2.56156, -5.48949], [1.32122, -3.79518, -6.12266], [1.31441, 4.55279, -2.67998], [-0.09298, 5.04748, -3.00890], [0.01843, 5.51868, -4.45432], [1.01718, 4.66124, -5.02383], [1.91169, 4.16932, -4.05404], [1.34482, 3.74426, -1.95368], [1.86801, 5.39125, -2.24862], [-0.46557, 5.82526, -2.34379], [-0.80844, 4.22206, -3.03334], [0.33269, 6.55658, -4.59651], [-0.88330, 5.32937, -5.03530], [2.92325, 4.57190, -4.14541], [1.98206, 3.08016, -4.11315], [3.56209, -5.29760, 1.68623], [2.06585, -5.13911, 1.63945], [1.96536, -3.64724, 1.28803], [3.14866, -3.37979, 0.48603], [3.99260, -4.54004, 0.45850], [3.90701, -6.33422, 1.65118], [3.99087, -4.81048, 2.56126], [1.51955, -5.44737, 2.52896], [1.70016, -5.72384, 0.78805], [2.07030, -3.00581, 2.15979], [1.12567, -3.44982, 0.62290], [5.03789, -4.23642, 0.55022], [3.91317, -5.15839, -0.44157], [-5.15041, 0.10696, -0.27815], [-4.03248, 1.07744, -0.64561], [-4.68743, 2.07672, -1.56258], [-5.74744, 1.37174, -2.21727], [-6.10996, 0.21788, -1.46772], [-5.70194, 0.44208, 0.60298], [-4.85564, -0.93123, -0.13178], [-3.25674, 0.46902, -1.11496], [-3.64513, 1.62185, 0.21988], [-3.97675, 2.53072, -2.25620], [-5.11594, 2.91547, -1.00233], [-6.00506, -0.63425, -2.14717], [-7.15242, 0.24731, -1.14151], [1.52498, 0.33754, 5.74864], [0.47483, -0.06817, 6.77981], [-0.79399, 0.08339, 5.98165], [-0.44524, -0.30771, 4.63485], [0.95299, -0.14778, 4.40782], [2.51032, -0.09232, 5.94244], [1.67097, 1.41889, 5.81561], [0.53084, 0.57230, 7.66116], [0.66999, -1.08163, 7.13668], [-1.10149, 1.12839, 5.89245], [-1.61502, -0.54686, 6.31454], [1.22987, 0.58518, 3.64792], [1.42945, -1.10152, 4.17047], [0.88008, -0.24856, 0.52280], [-0.44434, -0.30216, 1.29580], [-0.79019, 1.12800, 1.60086], [-0.25708, 1.85857, 0.49032], [0.90621, 1.20094, -0.00948], [0.94861, -1.01770, -0.24255], [1.69080, -0.40682, 1.24071], [-0.38384, -0.94659, 2.17514], [-1.22552, -0.73067, 0.66151], [-0.51946, 1.54427, 2.57711], [-1.87554, 1.27137, 1.53756], [1.81132, 1.79341, 0.13463], [0.77606, 1.18528, -1.09905], [-3.20540, -4.93696, 1.67451], [-2.36888, -5.54329, 0.57088], [-2.53675, -4.51005, -0.58407], [-3.14583, -3.34389, 0.00690], [-3.01318, -3.47161, 1.40702], [-2.85911, -5.17568, 2.68406], [-4.25554, -5.21904, 1.59544], [-2.74281, -6.52678, 0.28209], [-1.32356, -5.64546, 0.85859], [-3.17763, -4.90571, -1.36851], [-1.55670, -4.26678, -0.99363], [-3.76211, -2.91119, 1.96981], [-2.04740, -3.08580, 1.76193], [4.20459, 0.91868, 2.69572], [4.96164, -0.75236, 1.97169], [5.56252, -1.54900, 3.10003], [4.05585, -2.40071, 4.08483], [5.67324, -0.49982, 1.18854], [4.16797, -1.34062, 1.51208], [6.15277, -0.96974, 3.80088], [6.15303, -2.36178, 2.68069], [-0.83714, 6.18406, 1.84796], [-1.31838, 4.60065, 0.85913], [-2.36060, 4.89311, -0.21248], [-4.09786, 5.12754, 0.63533], [-1.75454, 3.89564, 1.56421], [-0.47429, 4.08998, 0.39881], [-2.46326, 4.08751, -0.93629], [-2.07803, 5.78894, -0.76075], [-4.05345, -1.61713, 4.53366], [-3.99744, 0.33661, 4.53051], [-4.87174, 0.87465, 3.42273], [-4.70898, 2.81244, 3.33707], [-3.00113, 0.75512, 4.39951], [-4.33053, 0.64245, 5.51831], [-5.93158, 0.62579, 3.47557], [-4.61477, 0.46235, 2.44857], [-1.20720, 1.28614, -3.32433], [-0.73984, 1.63376, -5.21035], [-1.63044, 0.83332, -6.11278], [-1.32445, 1.46399, -7.93854], [0.30795, 1.36811, -5.32564], [-0.80616, 2.71047, -5.33652], [-2.67801, 0.94278, -5.84265], [-1.40048, -0.22860, -6.08760], [7.58260, 6.20008, -1.66800], [6.49777, 4.59031, -1.85983], [5.36343, 4.63305, -0.84253], [4.18593, 3.06719, -1.01498], [7.12330, 3.71402, -1.73476], [6.04576, 4.58814, -2.84780], [4.76661, 5.53178, -0.97107], [5.72828, 4.64663, 0.18088]], "forces_ev_per_a": [[-0.8837, -0.6207, 0.0718], [0.9712, 1.1122, 1.3212], [-0.5873, -0.6199, -1.0963], [-0.2083, -0.4577, -0.1100], [0.3019, 0.3104, 0.3948], [0.1788, -0.0592, -0.1852], [0.0987, 0.2335, -0.0168], [-0.0026, 0.1033, -0.2061], [-0.2873, -0.1500, -0.1376], [0.5199, -0.0513, 0.7371], [-0.0903, 0.1526, -0.2939], [0.1650, -0.1628, -0.2333], [-0.2239, 0.3003, -0.1791], [0.1051, 0.6451, 0.0438], [-0.4117, -0.1647, -0.4315], [0.6512, -0.4497, -0.2028], [0.0238, -0.0656, -0.6616], [-0.3063, -0.1813, 1.2486], [-0.1203, -0.0714, -0.0598], [0.1196, -0.0891, 0.0217], [0.0880, -0.0422, 0.0582], [0.0427, -0.0335, 0.3450], [-0.0911, 0.0877, 0.2517], [-0.1180, 0.2292, 0.0604], [-0.0383, 0.1422, -0.3133], [-0.0357, -0.0232, -0.3301], [0.6565, -0.8930, 0.2100], [-0.2500, 0.3235, -0.3600], [0.6956, -0.6197, -0.7529], [0.2082, -0.1841, -0.4631], [0.2114, 0.3304, 0.6716], [-0.0980, 0.0149, 0.1208], [-0.0749, -0.0957, 0.1090], [0.0679, 0.1563, 0.0841], [-0.1756, 0.0006, 0.1210], [-0.6396, 0.0936, 0.0496], [-0.2998, 0.3590, 0.4725], [-0.0378, 0.2389, -0.1755], [-0.3795, 0.2781, -0.1977], [-0.9108, 0.3053, 0.0907], [0.2616, -0.4197, 0.6255], [-0.5202, 0.0871, 0.1041], [0.1805, 0.3961, -0.2495], [0.3022, -0.4416, -0.4485], [0.1632, -0.0003, 0.1189], [0.2843, 0.0989, 0.1012], [0.2615, 0.4718, -0.1599], [0.2644, -0.2948, 0.0314], [-0.2023, -0.3277, -0.4420], [-0.0134, -0.1358, 0.1651], [-0.0467, -0.0593, 0.0894], [-0.0199, 0.2692, -0.0871], [0.5721, 0.1012, 0.3379], [0.6425, 0.0809, 0.3156], [0.2682, -0.0525, -0.8219], [-0.1740, -0.2472, -0.3333], [0.6322, 0.3613, 1.2915], [-0.0918, -0.0874, 0.0051], [-0.1682, 0.0312, -0.3963], [-0.2066, 0.0611, -0.0490], [-0.3545, -0.1354, -0.2104], [-0.1540, 0.0997, 0.5256], [-0.1012, 0.0340, -0.0530], [-0.5428, -0.1226, -0.3268], [-0.3298, -0.0897, -0.2667], [0.3370, 0.6367, 0.9326], [-0.0451, -1.0098, 0.0363], [-1.0218, 0.5183, -0.5503], [0.2958, 0.1370, 0.4765], [-0.4847, -0.4697, -1.3891], [0.0270, 0.1312, -0.1505], [0.1312, -0.0110, -0.1666], [-0.0015, 0.1656, 0.0392], [-0.0252, 0.1033, -0.0387], [0.6151, -0.2144, -0.1099], [0.0433, -0.0123, 0.0936], [0.0715, -0.1834, 0.7131], [0.0238, -0.0240, 0.0264], [0.5560, -0.1029, 0.7548], [-0.3016, -0.2947, -0.6577], [0.0974, -0.2799, 0.8251], [0.1072, -0.1102, -0.4402], [-0.4910, 0.3703, 0.6739], [-0.0362, -0.2214, -0.1039], [-0.0112, 0.0970, -0.0835], [0.1658, -0.0023, -0.0671], [0.0328, 0.0574, 0.0602], [-0.0998, 0.2384, -0.1017], [0.0204, 0.2086, -0.2014], [-0.1401, 0.3615, -0.6136], [0.1677, -0.2421, -0.1223], [0.1223, -0.3783, -0.4290], [-0.3012, 0.1884, 0.1978], [-0.5032, -0.4258, -0.2350], [0.8147, 0.2891, 0.0752], [0.1665, 0.2197, 0.2312], [-0.1282, 0.2575, -0.0383], [-0.1102, -0.0083, 0.0828], [-0.0322, -0.1015, 0.1757], [0.1895, -0.0303, -0.0622], [-0.7641, -0.7776, -0.5682], [0.3975, 0.2685, 0.2918], [0.0231, 0.3097, -0.3501], [0.1801, 0.0915, 0.1565], [0.2661, 0.4892, 0.2158], [0.0415, -0.2177, 0.2243], [-0.3775, 0.1282, 0.0772], [0.2212, 0.3840, -0.0053], [-0.3017, 0.5140, 0.0306], [-0.5252, -0.4308, -0.4827], [0.0174, -0.3129, 0.0161], [0.2647, -0.6943, -0.0834], [-0.2046, -0.0207, -0.0503], [0.0308, 0.1823, 0.6519], [0.6040, 0.2397, 0.0374], [0.0956, -0.0174, -0.2722], [0.4304, 0.1328, 0.4016], [-0.1526, -0.1248, 0.0870], [-0.1691, -0.1542, 0.1917], [-0.0500, -0.1355, 0.0617], [-0.2443, -0.0377, -0.0543], [-0.0234, 0.2571, -0.3002], [0.1909, 0.0446, -0.0498], [-0.1270, -0.2956, -0.0457], [-0.8838, -0.1064, 0.1822], [0.3216, 0.1880, 0.2106], [0.4261, 0.3744, -0.0462], [0.1532, 0.0842, 0.0326], [0.3268, 0.0947, -0.1527], [-0.2001, -0.1533, -0.1727], [0.0389, -0.2229, -0.0125]], "smiles": "C1CCOC1.C1CCOC1.C1CCOC1.C1CCOC1.C1CCOC1.C1CCOC1.C1CCOC1.BrCCBr.BrCCBr.BrCCBr.BrCCBr.BrCCBr", "relative_energy_ev": 0.000, "spin_multiplicity": 1, "energy_ev": -755393.520, "homo_lumo_gap_ha": 0.3424}